122
Properties=species:S:1:pos:R:3:forces:R:3:mulliken_charge:R:1 method="wB97M-V/def2-TZVPD" charge=+1 gap_ev=9.005
C -5.85436 -4.07548 3.16776 -0.026 0.116 -0.251 -1.20
C -4.99083 -4.15430 1.94523 -0.299 0.313 -0.029 0.69
O -5.17219 -3.43453 0.99706 0.136 -0.076 -0.050 -0.52
N -3.94449 -5.16936 1.92435 -0.336 0.270 -0.320 -0.04
C -4.17576 -5.97415 0.71130 0.531 -0.225 0.228 -0.94
C -2.67910 -4.42026 1.87178 -0.073 -0.022 0.492 -0.96
C -1.42719 -5.27740 2.04705 0.113 0.250 -0.356 -0.79
C -0.85675 -5.98371 0.80164 0.056 0.252 0.208 -0.98
C 0.18123 -5.18009 0.01400 -0.437 -1.090 0.166 -0.51
N -0.33862 -3.96474 -0.70011 1.520 -0.721 -1.071 0.50
O -1.62673 -4.18022 -1.22377 -0.567 0.380 0.889 -0.37
C 0.49219 -3.66847 -1.94442 -0.209 -0.212 -0.235 -1.15
C 0.24343 -2.16904 -2.23056 1.335 -0.006 -0.652 0.01
N -0.19719 -1.92649 -3.60185 0.016 -0.034 0.087 0.10
C 0.68104 -2.59005 -4.58963 -0.069 0.131 -0.079 -0.94
C -0.25446 -0.51910 -3.97127 -0.673 0.365 0.258 0.53
C 0.84311 0.45926 -3.59898 0.296 -0.416 0.288 -0.81
O -1.19977 -0.13244 -4.59609 0.059 -0.135 -0.153 -0.57
C -0.67949 -1.68383 -1.08952 0.258 0.142 -0.674 -0.74
C -0.66676 -0.20246 -0.74910 -0.159 0.252 0.476 -0.34
C -1.78992 0.16913 0.24228 0.126 -0.430 -0.418 -1.31
C -3.14840 0.26761 -0.44948 0.272 -0.011 0.143 -0.43
C -3.25132 1.46128 -1.43913 -0.782 0.119 0.960 -0.82
O -2.15893 2.36057 -1.37279 0.470 -0.147 -0.349 -0.52
C -0.23095 -2.65150 0.02053 -0.658 1.676 0.073 0.28
C 1.22337 -2.32687 0.43594 -0.122 -0.678 0.571 -3.23
C 1.42144 -2.09016 1.93624 0.963 -0.029 -0.345 0.75
C 2.93525 -1.95922 2.19014 -0.090 -0.002 -0.390 -1.40
Cl 0.63276 -0.57337 2.44904 -0.345 -0.185 0.096 -0.17
H -6.42894 -3.15440 3.11871 0.079 0.077 0.098 0.38
H -6.57711 -4.89259 3.11098 0.174 -0.187 0.228 0.29
H -5.27100 -4.13616 4.08321 -0.064 -0.178 0.043 0.33
H -5.22358 -6.25643 0.64676 -0.023 0.025 -0.020 0.46
H -3.88141 -5.43896 -0.19768 -0.181 0.043 -0.058 0.24
H -3.59040 -6.89019 0.79129 -0.069 -0.060 -0.026 0.31
H -2.65098 -3.78782 0.97838 0.056 -0.153 -0.133 0.70
H -2.70487 -3.72773 2.71972 0.003 -0.010 0.021 0.53
H -0.64099 -4.60757 2.41367 0.026 -0.064 0.102 0.07
H -1.59149 -5.99850 2.84657 -0.145 -0.053 -0.054 0.48
H -0.31573 -6.86695 1.14737 0.081 -0.021 -0.133 0.44
H -1.61945 -6.35433 0.12037 -0.135 -0.007 0.129 0.55
H 1.01127 -4.93515 0.67084 -0.038 0.495 -0.111 0.22
H 0.58101 -5.83519 -0.76297 0.018 0.102 -0.096 0.45
H -1.61374 -5.05993 -1.63271 0.121 0.003 0.020 0.44
H 1.51839 -3.96632 -1.74222 0.100 0.436 0.195 0.47
H 0.18080 -4.32912 -2.75175 -0.400 -0.005 0.147 0.47
H 1.26320 -1.75639 -2.17747 -0.169 0.371 0.559 0.39
H 0.85700 -1.93180 -5.44044 -0.101 0.003 -0.032 0.42
H 1.67132 -2.81110 -4.17322 -0.012 -0.116 -0.002 0.33
H 0.20990 -3.48630 -4.98990 0.112 -0.126 0.108 0.32
H 1.30391 0.83706 -4.50954 -0.140 0.110 -0.049 0.41
H 0.38378 1.27358 -3.04369 0.019 0.187 -0.216 0.31
H 1.63323 0.04633 -2.97179 -0.001 -0.082 -0.047 0.19
H -1.69865 -1.85468 -1.43874 -0.018 -0.515 0.267 0.64
H 0.28040 0.14555 -0.33388 0.141 -0.090 -0.220 0.40
H -0.87233 0.35739 -1.65670 0.185 0.050 -0.031 0.25
H -1.53359 1.11145 0.72145 -0.034 0.029 0.001 0.41
H -1.82184 -0.58659 1.03035 -0.169 0.085 0.085 0.58
H -3.35512 -0.65401 -1.00037 -0.039 -0.045 0.060 0.16
H -3.91209 0.32223 0.32758 -0.096 0.141 -0.087 0.58
H -3.39384 1.07128 -2.44552 0.371 0.296 -0.181 0.32
H -4.14991 2.01857 -1.16672 -0.149 -0.085 -0.284 0.41
H -2.37103 3.11362 -0.81314 -0.218 -0.034 -0.052 0.29
H -0.84770 -2.56884 0.91197 -0.326 -0.577 -0.150 0.91
H 1.60591 -1.45604 -0.08893 -0.115 0.022 -0.080 0.86
H 1.90465 -3.14821 0.20660 0.001 0.011 -0.141 0.67
H 1.01879 -2.93038 2.50091 -0.277 0.237 0.190 0.11
H 3.15535 -1.12760 2.85048 0.068 -0.151 0.195 0.42
H 3.42606 -1.74700 1.23816 0.156 0.141 0.094 0.31
H 3.37234 -2.88252 2.56860 -0.080 0.007 0.137 0.33
O 6.28714 -0.13937 0.71857 -1.800 2.479 -1.129 -0.79
P 7.26671 0.11925 -0.36059 4.072 -4.293 1.239 1.02
O 7.21929 -1.23060 -1.26931 -0.333 0.267 -0.204 -0.31
C 6.05315 -1.51503 -2.03875 -0.118 -0.113 -0.048 0.08
C 5.88654 -0.58728 -3.22908 0.021 0.154 0.085 -1.08
O 8.66464 -0.06863 0.43152 0.084 0.413 -0.333 -0.30
C 8.74530 -0.17321 1.85515 0.043 -0.175 0.265 -0.32
C 8.73964 -1.62193 2.29497 0.065 -0.093 -0.135 -1.08
O 7.87024 1.06906 -1.47387 -2.062 1.225 0.337 -0.33
C 9.27122 1.21391 -1.79758 0.579 0.458 -0.243 -0.20
C 9.91373 -0.04254 -2.33233 -0.202 -0.316 0.106 -0.92
H 5.17006 -1.47205 -1.39054 0.025 0.003 0.032 -0.09
H 6.16137 -2.54418 -2.38191 0.084 -0.009 0.053 0.34
H 5.69182 0.43832 -2.90978 -0.025 -0.009 -0.017 0.29
H 5.04987 -0.91105 -3.85089 0.013 -0.047 0.003 0.40
H 6.79214 -0.57059 -3.83441 -0.018 -0.059 -0.036 0.24
H 7.94346 0.39091 2.32789 -0.109 -0.064 -0.104 0.33
H 9.68482 0.30075 2.14320 0.026 0.010 -0.117 0.34
H 7.89369 -2.15738 1.86359 -0.096 0.092 0.072 0.26
H 8.68847 -1.69012 3.38214 0.008 -0.001 -0.001 0.38
H 9.64820 -2.12291 1.95839 0.010 0.001 0.030 0.30
H 9.81273 1.61520 -0.94413 -0.148 -0.166 0.175 0.26
H 9.29445 1.98488 -2.56748 -0.237 0.002 0.007 0.34
H 9.95772 -0.82938 -1.58242 0.007 0.045 0.048 0.25
H 10.93278 0.18536 -2.64649 -0.027 0.086 -0.029 0.40
H 9.35985 -0.43295 -3.18634 0.046 0.072 -0.058 0.21
O -4.15894 5.38759 0.30888 3.217 0.591 0.066 -0.72
P -4.30505 6.68198 1.02249 -5.949 -0.067 0.504 0.97
O -5.15336 6.24788 2.34912 0.487 0.283 -0.022 -0.27
C -4.53830 5.42790 3.34291 0.044 -0.168 0.125 -0.29
C -3.47625 6.15991 4.14356 0.075 0.084 -0.133 -0.96
O -5.44174 7.43784 0.16497 0.453 0.395 0.032 -0.32
C -5.85866 6.99466 -1.12954 -0.228 -0.153 -0.211 -0.33
C -7.07017 6.09277 -1.02972 -0.087 0.042 0.151 -1.09
O -3.64889 7.99441 1.61944 1.973 -1.173 -0.613 -0.33
C -4.29441 9.28258 1.70419 0.042 0.786 -0.001 -0.21
C -5.51030 9.30637 2.59764 -0.169 -0.328 0.032 -0.90
H -4.11662 4.53613 2.86900 -0.028 0.009 -0.027 0.23
H -5.34124 5.10090 4.00284 -0.068 0.045 -0.065 0.32
H -2.61955 6.42385 3.52064 0.015 -0.026 0.023 0.27
H -3.11748 5.53306 4.96073 -0.046 -0.018 0.003 0.41
H -3.87366 7.08732 4.55550 -0.029 -0.037 0.061 0.18
H -5.03791 6.50490 -1.65135 0.037 -0.090 0.143 0.33
H -6.10760 7.89399 -1.69473 0.023 0.065 0.099 0.33
H -6.89606 5.28114 -0.32364 0.116 -0.050 -0.083 0.27
H -7.31244 5.67111 -2.00582 -0.004 0.007 -0.001 0.38
H -7.93224 6.65688 -0.67153 -0.011 0.000 -0.030 0.30
H -4.51821 9.65627 0.70692 -0.073 -0.264 -0.072 0.25
H -3.53143 9.94270 2.11639 0.135 -0.185 0.025 0.34
H -6.32054 8.69763 2.20133 0.026 0.017 -0.055 0.26
H -5.86658 10.33360 2.68378 0.086 0.030 -0.003 0.40
H -5.27352 8.92929 3.59227 0.038 0.088 0.019 0.19